16
Properties=species:S:1:pos:R:3:forces:R:3 method="wB97M-V/def2-TZVPD" gap_ev=12.9 homo_energy_ev=-11.666 smiles=CC.CC energy_ha=-159.57398 de_lowest_kj_mol=28.85
C -1.972826 -0.232175 -0.533106 -0.518 0.847 0.891
C -1.706896 -0.464727 0.980400 0.465 -0.598 -0.910
H -3.037233 -0.364258 -0.728909 0.123 -0.399 -0.327
H -1.806415 0.821244 -0.770431 0.256 -0.104 -0.160
H -1.345964 -0.846748 -1.168168 -0.131 -0.098 -0.136
H -0.976623 -1.273121 1.061523 0.030 0.091 0.270
H -2.598203 -0.808633 1.498093 -0.048 0.261 0.146
H -1.274319 0.417719 1.442387 -0.160 0.004 0.225
C 1.695147 1.099962 -0.146594 0.510 -0.135 0.044
C 1.901106 -0.406399 -0.333295 0.252 -0.163 0.627
H 2.603096 1.406801 0.377749 -0.153 0.578 -0.120
H 1.614194 1.622254 -1.099894 0.251 -0.010 -0.028
H 0.852620 1.449115 0.450408 -0.158 -0.515 0.065
H 2.949420 -0.587472 -0.586625 -0.142 0.102 -0.541
H 1.845764 -0.944175 0.619995 -0.505 0.109 -0.048
H 1.257138 -0.889384 -1.063529 -0.073 0.031 0.002